The following is a DFT calculation (ωB97M-V with the def2-TZVPD basis set) of a cluster of 6 separate species, C40H79N2O12P in total at a distorted geometry.

HOMO level, eV: -9.30
LUMO, eV: -0.8
SMILES string: CC(=O)OCCCCCc1c(P(=O)(O)O)cc2c(c1CCCCCN)C(=O)NC2=O.CCOCC.CCOCC.CCOCC.CCOCC.CCOCC
HOMO-LUMO gap, hartree: 0.3135

```
! wB97M-V def2-TZVPD RIJCOSX def2/J DEFGRID3
* xyz 0 1
C -5.8830 -2.3928 -0.0310
C -5.0014 -3.6232 -0.0888
O -4.7100 -4.1793 0.9497
O -4.6297 -4.0117 -1.3152
C -3.4855 -4.8855 -1.3205
C -2.1789 -4.2059 -0.8699
C -1.0751 -4.1978 -1.9661
C -0.9122 -2.8101 -2.6410
C 0.5128 -2.2367 -2.4683
C 0.7823 -1.8928 -1.0215
C 0.1210 -0.8014 -0.4487
P -1.0608 0.2577 -1.3128
O -0.9108 0.3258 -2.7589
O -2.5472 -0.2704 -0.9018
O -0.9640 1.7422 -0.6993
C 0.3346 -0.4761 0.8680
C 1.1664 -1.1916 1.6608
C 1.7974 -2.2765 1.0712
C 1.6597 -2.6585 -0.2397
C 2.3892 -3.8711 -0.8010
C 3.8746 -4.0400 -0.3913
C 4.1430 -5.5038 0.0517
C 5.2991 -5.6738 1.0530
C 6.6429 -6.2310 0.4790
N 6.5505 -7.1428 -0.6617
C 2.5919 -2.8782 2.2209
O 3.1017 -3.9612 2.3674
N 2.6117 -1.9250 3.2854
C 1.5408 -1.0101 3.1090
O 1.0420 -0.3090 3.9555
H -5.2278 -1.5215 -0.1248
H -6.5903 -2.3480 -0.8628
H -6.4470 -2.3612 0.8957
H -3.4086 -5.2813 -2.3330
H -3.7051 -5.7445 -0.6818
H -2.4209 -3.1923 -0.5408
H -1.8039 -4.7666 -0.0115
H -1.3897 -4.9180 -2.7250
H -0.1547 -4.5551 -1.5036
H -1.1031 -2.9295 -3.7098
H -1.6814 -2.1447 -2.2568
H 0.6669 -1.3847 -3.1284
H 1.1689 -3.0146 -2.8555
H -2.4381 -0.7786 -0.0831
H -1.6802 1.8727 -0.0613
H -0.1977 0.3733 1.2906
H 2.3789 -3.8119 -1.8868
H 1.7745 -4.7457 -0.5622
H 4.4683 -3.8922 -1.3008
H 4.2308 -3.3056 0.3247
H 4.2310 -6.1118 -0.8513
H 3.2383 -5.8504 0.5561
H 5.5157 -4.7487 1.5899
H 4.9584 -6.3882 1.8084
H 7.3286 -5.4011 0.2952
H 7.1026 -6.8061 1.2904
H 5.7715 -7.7769 -0.5154
H 6.2803 -6.5880 -1.4685
H 3.5069 -1.5091 3.5027
C -7.3291 -5.8422 0.4007
C -7.4654 -6.3945 1.8078
O -8.7554 -6.2228 2.3686
C -9.8259 -6.8392 1.6775
C -9.6935 -8.3477 1.5573
H -7.5860 -4.7818 0.3815
H -6.3063 -5.9621 0.0489
H -7.9872 -6.3524 -0.3054
H -6.7779 -5.8611 2.4645
H -7.1717 -7.4497 1.8415
H -9.9554 -6.3787 0.6914
H -10.7245 -6.6035 2.2487
H -8.8154 -8.6359 0.9779
H -10.5709 -8.7645 1.0610
H -9.6011 -8.8021 2.5449
C -1.0582 7.4424 1.3483
C -0.7466 6.1223 2.0310
O -0.8661 4.9941 1.1821
C -0.0208 4.9733 0.0428
C 1.4611 5.0056 0.3767
H -2.0628 7.4255 0.9232
H -0.9973 8.2619 2.0646
H -0.3611 7.6552 0.5358
H -1.4595 5.9648 2.8411
H 0.2466 6.1480 2.4931
H -0.2866 5.7874 -0.6407
H -0.2455 4.0457 -0.4803
H 1.7453 5.9265 0.8891
H 2.0543 4.9358 -0.5365
H 1.7234 4.1707 1.0290
C 3.7168 1.4126 -3.5915
C 4.0899 0.1535 -2.8293
O 4.1097 -1.0148 -3.6348
C 5.0212 -1.0152 -4.7184
C 6.4725 -0.8532 -4.3000
H 2.7445 1.2950 -4.0728
H 3.6711 2.2662 -2.9131
H 4.4426 1.6466 -4.3727
H 3.3402 -0.0222 -2.0554
H 5.0484 0.2757 -2.3122
H 4.7378 -0.2523 -5.4518
H 4.8973 -1.9796 -5.2124
H 6.6527 0.1067 -3.8138
H 7.1247 -0.9118 -5.1723
H 6.7570 -1.6378 -3.5970
C -5.3826 10.2087 4.5524
C -4.5714 9.8523 3.3180
O -3.6801 8.7698 3.5114
C -4.2631 7.5319 3.8778
C -5.2505 6.9917 2.8581
H -4.7222 10.4381 5.3900
H -6.0106 11.0778 4.3534
H -6.0348 9.3908 4.8623
H -3.9506 10.7056 3.0432
H -5.2287 9.6581 2.4631
H -4.7256 7.6097 4.8680
H -3.4344 6.8301 3.9785
H -6.1099 7.6516 2.7320
H -5.6233 6.0169 3.1749
H -4.7715 6.8833 1.8836
C 5.0634 6.5903 -0.7761
C 5.4365 5.3228 -0.0259
O 5.4722 4.1648 -0.8400
C 6.3930 4.1800 -1.9169
C 7.8403 4.3468 -1.4875
H 4.0963 6.4726 -1.2678
H 5.0051 7.4334 -0.0867
H 5.7954 6.8398 -1.5457
H 4.6832 5.1279 0.7384
H 6.3885 5.4484 0.5015
H 6.1086 4.9474 -2.6456
H 6.2787 3.2192 -2.4211
H 8.0118 5.3029 -0.9914
H 8.4986 4.2999 -2.3559
H 8.1243 3.5576 -0.7897
*
```